Entry 1:
Density functional theory data (ωB97M-V with the def2-TZVPD basis set) for a cluster of 9 separate species, C5H28NO9 in total at a distorted geometry.

Last column: Löwdin charge in e.
Geometry (Å):
C 2.03517 -1.11499 -2.40248  -0.217
O 2.20932 -2.39563 -1.86845  -0.071
C 1.34477 -0.12736 -1.43537  -0.231
C -0.18653 -0.11801 -1.57661  -0.140
C -0.86533 1.19656 -1.51322  -0.135
C -0.71167 2.03900 -0.48632  -0.036
N 1.88753 -0.47410 -0.04837  0.222
H 3.08647 -0.84613 -2.57230  0.132
H 1.58049 -1.17474 -3.40839  0.134
H 1.42626 -2.87272 -1.52158  0.046
H 1.66936 0.90421 -1.59482  0.122
H -0.64125 -0.83017 -0.86476  0.111
H -0.32696 -0.69135 -2.50465  0.124
H -1.83892 1.32514 -1.98965  0.123
H -0.25416 1.91975 0.49383  0.066
H -1.31443 2.94500 -0.41692  0.079
H 1.34814 -1.15920 0.48050  0.104
H 2.87371 -0.66441 -0.19612  0.164
H 1.83786 0.43768 0.46392  0.106
H 0.96658 -2.30986 2.88579  0.084
H -0.19880 -2.07616 1.88243  0.015
O 0.63060 -1.68024 2.23818  -0.068
H 0.53515 3.35119 -1.71205  0.018
H 1.76070 3.99421 -2.39451  0.088
O 1.49573 3.33094 -1.72824  -0.054
H 0.26552 -3.88005 0.13508  0.073
H -0.65680 -3.90495 -1.06330  0.083
O -0.00115 -3.35284 -0.62604  -0.033
H -3.71992 -0.35912 -0.10648  0.067
H -3.48817 0.54127 1.14398  -0.023
O -3.27475 -0.30536 0.73319  -0.046
H -2.29348 1.66926 1.47175  0.030
H -3.25506 2.64894 2.19058  0.092
O -3.19986 1.98466 1.49875  -0.019
H -2.09634 -1.52948 1.02056  0.018
H -2.60783 -2.71565 1.77519  0.059
O -1.83389 -2.45295 1.28435  -0.081
H 2.27958 2.59271 -0.24075  0.024
H 1.93947 2.74372 1.30204  0.076
O 2.22932 2.13375 0.61725  -0.059
H -0.52333 0.70210 4.21787  0.033
H -0.10394 -0.15986 3.02324  -0.007
O -0.00915 0.73522 3.41289  -0.073

Summary:
Net charge: +1
HOMO-LUMO gap: 0.38494 hartree

Entry 2:
Density functional theory data (ωB97M-V with the def2-TZVPD basis set) for a structure of composition C24H45Cl3N3O4RuSi at a distorted geometry.

Last column: Löwdin spin population.
Geometry (Å):
C 2.59719 -2.69091 -2.72196  0.007
C 2.08526 -1.80072 -3.79009  0.001
H 2.18592 -3.70037 -2.83840  0.000
H 2.29009 -2.29458 -1.74084  0.006
H 3.69521 -2.76171 -2.75129  0.000
C 2.01248 -2.21435 -5.07678  0.000
C 2.30010 -3.59984 -5.54171  0.000
H 1.79530 -1.50608 -5.87496  0.000
H 1.83802 -4.36729 -4.90648  0.000
H 3.37607 -3.82130 -5.60430  0.000
H 1.88283 -3.71589 -6.54926  0.000
Ru 0.74370 0.05174 1.37478  3.772
Cl 2.45460 0.33866 2.84242  0.355
Cl 1.89383 1.48055 0.00174  0.270
C 0.04844 2.91984 1.91652  0.016
O -0.44124 1.79323 2.21452  0.059
N -0.67729 3.92754 1.41366  0.011
C -2.12561 3.79309 1.26396  0.002
C -0.01651 4.99577 0.66489  0.002
H 1.11829 3.11862 2.04676  0.001
H -2.58541 3.52829 2.22465  0.000
H -2.38190 3.03375 0.50883  0.001
H -2.51545 4.76109 0.93573  0.000
H 0.93166 5.23899 1.16077  0.000
H -0.67885 5.86756 0.64923  0.000
H 0.18961 4.68883 -0.37439  0.001
H -0.51943 -5.02998 3.37725  0.001
H -0.48843 -3.44142 0.28690  0.004
C -1.49297 -4.65348 3.02423  0.002
C -1.46903 -3.55189 0.77250  0.004
N -1.32388 -3.44622 2.22010  0.018
H -2.12095 -4.43662 3.90250  0.000
C -0.99422 -2.28768 2.80083  0.024
O -0.80091 -1.22604 2.16075  0.062
H -2.14140 -2.77307 0.39210  0.001
H -0.95420 -2.30805 3.90073  0.001
H -1.96565 -5.40859 2.38913  0.000
H -1.87097 -4.54774 0.56513  0.000
O 0.80170 -0.42082 -2.25539  0.003
C 1.71680 -0.37683 -3.36298  0.001
C 0.11170 0.10406 -5.26629  0.000
C 1.22284 0.49249 -4.50961  0.000
H -0.33745 -0.87292 -5.08762  0.000
C -0.39260 0.95412 -6.25605  0.000
H 2.64046 0.06001 -2.94609  0.001
C 1.90368 1.67088 -4.82343  0.000
H -1.30293 0.65933 -6.78235  0.000
C 0.27506 2.13991 -6.55905  0.000
C 1.43719 2.49040 -5.85681  0.000
H 2.80606 1.90825 -4.25459  0.000
H -0.11695 2.78912 -7.34242  0.000
H 1.99018 3.39326 -6.10656  0.000
Si -0.56894 0.47465 -1.83735  0.003
Cl 1.41034 -1.81047 0.22604  0.272
C -2.02697 -0.06706 -2.93767  0.001
C -0.35027 2.30487 -2.15758  0.004
C -1.27492 0.07944 -0.17219  0.048
H -2.11273 0.54334 -3.84470  0.000
H -2.95503 0.05606 -2.35699  0.001
H -1.92340 -1.12312 -3.22509  0.000
H -0.73732 -0.81510 0.20415  0.011
H -2.30566 -0.28682 -0.27549  0.009
H -1.30921 0.89068 0.56947  0.007
H -0.24393 2.50111 -3.23499  0.000
H 0.55722 2.65941 -1.64806  0.004
H -1.22485 2.86312 -1.78415  0.000
C -0.41551 0.35533 7.92278  0.000
N 0.17242 0.05100 6.62840  0.000
C 1.44636 -0.62487 6.58657  0.001
C -0.42854 0.25165 5.42045  0.000
C -1.78778 0.88743 5.33138  0.000
O 0.18824 -0.13721 4.41773  0.007
H 0.36312 0.26186 8.68759  0.000
H -1.24225 -0.33162 8.16819  0.000
H -0.81103 1.38043 7.93483  0.000
H 1.36562 -1.62972 6.14738  0.000
H 2.14134 -0.06076 5.95218  0.002
H 1.82094 -0.70805 7.60715  0.000
H -1.79191 1.54089 4.45458  0.000
H -2.52839 0.09753 5.15538  0.000
H -2.05699 1.45104 6.22913  0.000

Summary:
<S²>: 8.76
2S+1: 6
HOMO-LUMO gap (spin up / spin down): 0.27871 / 0.28959 hartree

Entry 3:
Density functional theory data (ωB97M-V with the def2-TZVPD basis set) for a structure of composition C28H70F4Li3N2O22S4 at a distorted geometry.

Last column: Löwdin charge in e.
Geometry (Å):
Li 5.11904 0.26573 -0.12660  0.836
Li -3.21648 -0.70537 3.60557  0.838
Li -0.53647 -2.33805 2.87103  0.902
N -1.65755 -0.31264 0.95337  -0.328
S -0.87917 0.74669 0.18637  0.431
O -1.60195 1.84257 -0.43174  -0.236
O 0.46664 0.34702 -0.31652  -0.320
F -0.35345 1.52047 1.54370  -0.266
S -2.26669 -0.81910 -0.54153  0.519
O -1.31060 -1.32754 -1.51657  -0.231
O -3.50288 -0.17422 -0.94122  -0.248
F -2.89293 -2.17396 -0.03129  -0.194
N -0.19765 -8.09457 1.78871  -0.276
S -1.30461 -7.22748 2.41690  0.480
O -2.59552 -7.82872 2.82853  -0.294
O -1.25435 -5.84188 1.98430  -0.363
F -0.45178 -7.13743 3.80642  -0.249
S -1.05853 -8.65185 0.51528  0.556
O -1.83365 -7.75537 -0.34921  -0.308
O -1.57346 -10.00542 0.65199  -0.288
F 0.16787 -8.93592 -0.52826  -0.232
C 9.07310 0.37099 -0.53264  -0.121
O 8.06201 0.12802 -1.48274  -0.211
C 8.25032 -1.09131 -2.29249  -0.157
C 7.17435 -1.53981 -3.22683  -0.173
O 5.88366 -1.36388 -2.57429  -0.226
C 4.76606 -1.66263 -3.36502  -0.105
H 9.96765 0.76401 -1.01579  0.089
H 9.43484 -0.46848 0.06110  0.092
H 8.74836 1.21893 0.07037  0.085
H 8.43227 -1.87697 -1.55918  0.124
H 9.13330 -0.99541 -2.92435  0.133
H 7.31421 -2.58133 -3.51633  0.134
H 7.19376 -1.08619 -4.21775  0.129
H 4.82909 -2.64367 -3.83584  0.100
H 4.66584 -0.89028 -4.12760  0.092
H 3.89751 -1.52531 -2.72091  0.088
C 5.78021 3.10263 -2.30947  -0.101
O 4.98270 2.98292 -1.15108  -0.194
C 5.31380 4.01776 -0.22426  -0.173
C 4.64552 3.68568 1.14315  -0.154
O 5.03275 2.37127 1.61488  -0.223
C 4.84593 2.16387 2.97198  -0.135
H 5.50908 2.30947 -3.00623  0.093
H 6.81673 3.03280 -1.97953  0.086
H 5.76345 4.02997 -2.88205  0.096
H 5.03308 5.01374 -0.56676  0.135
H 6.37519 4.13168 -0.00388  0.126
H 3.55717 3.62602 1.13674  0.125
H 4.68211 4.52255 1.84059  0.130
H 3.80247 2.38608 3.19540  0.093
H 5.35823 2.84178 3.65472  0.092
H 5.25580 1.22557 3.34575  0.092
C 0.63129 6.35081 5.95080  -0.120
O 0.97738 7.31506 6.92307  -0.220
C 0.46210 7.27560 8.29851  -0.131
C 1.69903 7.28740 9.29632  -0.204
O 1.19871 7.03436 10.58393  -0.189
C 2.24534 7.06635 11.45810  -0.139
H 0.58011 5.31447 6.28470  0.082
H 1.50732 6.45939 5.31138  0.081
H -0.19021 6.77427 5.37296  0.084
H -0.28399 6.48708 8.39687  0.114
H -0.12542 8.16112 8.54093  0.112
H 2.16907 8.26888 9.23437  0.124
H 2.41485 6.56238 8.90899  0.119
H 2.71997 8.04734 11.43566  0.096
H 2.85906 6.21299 11.16961  0.092
H 1.72462 6.84883 12.39063  0.099
C 1.69751 9.22486 -2.68834  -0.066
O 1.54532 8.18885 -1.65241  -0.200
C 0.30037 8.26446 -1.00793  -0.216
C -0.88188 7.61970 -1.79413  -0.221
O -1.99971 8.05334 -1.08082  -0.190
C -3.22415 7.35221 -1.39159  -0.081
H 1.65328 10.22813 -2.26456  0.089
H 1.00098 9.04946 -3.50822  0.077
H 2.65709 9.04594 -3.17342  0.082
H 0.06759 9.32439 -0.90555  0.114
H 0.37561 7.87538 0.00748  0.123
H -0.74477 6.54696 -1.93026  0.124
H -0.87688 8.01375 -2.81040  0.111
H -3.27536 6.33651 -0.99935  0.081
H -3.52530 7.45546 -2.43406  0.091
H -3.92932 7.83032 -0.71171  0.083
C -6.73724 -1.47947 2.56985  -0.092
O -5.86639 -0.40671 2.90490  -0.247
C -6.56176 0.78201 3.28684  -0.156
C -5.46561 1.84974 3.63859  -0.174
O -4.38086 1.53929 4.53337  -0.231
C -4.31924 2.43417 5.63655  -0.087
H -6.06892 -2.32426 2.40321  0.087
H -7.20544 -1.29689 1.60261  0.100
H -7.47294 -1.84380 3.28688  0.099
H -7.16477 0.65618 4.18608  0.131
H -7.07978 1.02594 2.35933  0.139
H -6.09352 2.58662 4.13941  0.116
H -5.18061 2.33024 2.70264  0.131
H -3.34711 2.22228 6.08173  0.092
H -5.17642 2.33840 6.30302  0.101
H -4.29657 3.46740 5.29015  0.097
C 3.21204 -8.89429 -8.47845  -0.173
O 2.22057 -8.08389 -8.05771  -0.159
C 2.46505 -7.53855 -6.75990  -0.212
C 1.16878 -7.28334 -6.02819  -0.140
O 0.37577 -6.30502 -6.85078  -0.201
C -0.87723 -5.95515 -6.25443  -0.119
H 3.53189 -9.74742 -7.88014  0.092
H 4.04000 -8.24286 -8.75814  0.090
H 2.88287 -9.34958 -9.41251  0.092
H 3.14197 -6.68838 -6.84400  0.123
H 3.03616 -8.22411 -6.13386  0.118
H 1.30630 -6.92490 -5.00804  0.124
H 0.64971 -8.24050 -6.07854  0.126
H -0.73805 -5.19953 -5.48127  0.076
H -1.33802 -6.81229 -5.76344  0.081
H -1.58061 -5.59614 -7.00575  0.083
C -8.08996 -8.90949 -2.39279  -0.074
O -7.58580 -7.71420 -3.08061  -0.201
C -7.37036 -6.57467 -2.22200  -0.191
C -6.95474 -5.30669 -2.99028  -0.238
O -8.00988 -4.72706 -3.72426  -0.161
C -7.40946 -3.73089 -4.58558  -0.103
H -7.20386 -9.27269 -1.87219  0.080
H -8.40964 -9.74571 -3.01459  0.082
H -8.86529 -8.64813 -1.67263  0.078
H -6.66503 -6.82232 -1.42873  0.123
H -8.33406 -6.27101 -1.81312  0.117
H -6.16075 -5.59762 -3.67806  0.122
H -6.52139 -4.61512 -2.26775  0.118
H -6.78953 -3.01280 -4.04880  0.078
H -8.23769 -3.21396 -5.07026  0.086
H -6.74860 -4.10234 -5.36877  0.084

Summary:
Net charge: +1
HOMO-LUMO gap: 0.14250 hartree

Entry 4:
Density functional theory data (ωB97M-V with the def2-TZVPD basis set) for the molecule C4H6N2O.

Last column: Löwdin charge in e.
Geometry (Å):
C 2.23752 0.60156 0.52857  -0.070
C 0.77483 0.47543 0.21590  -0.328
C 0.03294 -0.59493 0.00912  0.027
C -1.08793 -0.99870 -0.57892  -0.209
N -2.28939 -1.40358 -0.04217  0.068
N 0.13706 1.78308 -0.01996  -0.003
O -1.04853 1.75440 -0.23371  -0.024
H 2.45430 1.59263 0.93869  0.069
H 2.57847 -0.16341 1.22956  0.076
H 2.82269 0.49509 -0.39322  0.078
H -0.99935 -1.14287 -1.65573  0.127
H -3.02143 -1.50075 -0.72984  0.089
H -2.59845 -0.88538 0.76909  0.099

Summary:
Structure (SMILES): CC(=C=CN)N=O
HOMO-LUMO gap: 0.30082 hartree